# 1
{"formula": "C6H37N2O10", "method": "ωB97M-V/def2-TZVPD", "species": ["C", "N", "C", "C", "C", "N", "C", "C", "H", "H", "H", "H", "H", "H", "H", "H", "H", "H", "H", "H", "H", "H", "H", "H", "H", "H", "H", "O", "H", "H", "O", "H", "H", "O", "H", "H", "O", "H", "H", "O", "H", "H", "O", "H", "H", "O", "H", "H", "O", "H", "H", "O", "H", "H", "O"], "xyz": [[0.303, 1.365, 0.029], [-0.180, 2.451, 0.895], [-1.590, 2.488, 1.142], [-1.913, 1.457, 2.331], [1.227, 0.419, 0.911], [0.509, -0.928, 0.936], [0.871, -1.783, 2.151], [2.603, 0.088, 0.408], [-0.621, 0.791, -0.276], [0.914, 1.590, -0.873], [0.175, 3.407, 0.811], [-1.857, 3.475, 1.598], [-2.267, 2.263, 0.301], [-1.642, 0.462, 1.951], [-2.845, 1.794, 2.770], [-1.031, 1.633, 2.999], [1.096, 0.843, 1.876], [-0.547, -0.842, 0.979], [0.666, -1.436, 0.019], [1.663, -2.527, 1.964], [-0.068, -2.235, 2.533], [1.166, -1.062, 2.933], [3.293, 0.875, 0.723], [2.634, -0.170, -0.633], [3.070, -0.790, 0.908], [-1.645, 0.802, -2.889], [-1.725, 2.346, -2.826], [-2.077, 1.545, -2.424], [-3.079, -2.105, -1.817], [-2.854, -3.605, -1.123], [-2.497, -2.876, -1.639], [3.501, 3.307, 2.152], [3.470, 3.007, 3.594], [3.072, 2.694, 2.767], [-1.708, -2.438, -0.201], [-2.656, -1.355, 0.371], [-1.920, -1.942, 0.639], [2.739, -0.005, -2.551], [1.783, -0.423, -3.703], [2.215, -0.737, -2.888], [0.885, -1.578, -2.197], [-0.506, -2.512, -1.800], [0.041, -1.718, -1.688], [0.158, 1.463, 3.739], [1.356, 2.311, 3.311], [0.772, 2.122, 4.066], [3.477, -2.308, -1.735], [3.219, -3.808, -1.826], [2.908, -3.003, -1.391], [-0.778, -0.592, -4.618], [-0.493, -0.821, -3.036], [-0.435, -0.197, -3.809], [-4.433, 0.045, -0.224], [-3.446, 0.382, -1.197], [-3.764, -0.431, -0.754]], "atomic_forces_ev_per_a": [[0.16, -1.31, 0.12], [-1.39, 0.52, -3.14], [-0.92, 0.71, 2.46], [3.01, 0.73, -0.73], [-1.77, -1.97, -1.32], [-0.28, -0.28, 0.70], [-0.49, 0.60, 0.51], [1.45, 0.42, 1.59], [1.08, 0.70, 0.06], [-0.72, 0.89, 0.63], [0.86, -0.39, 0.44], [0.39, -0.64, -0.76], [0.82, -0.08, -0.21], [-1.57, -0.10, 0.26], [-0.17, -0.91, 0.03], [-1.89, 0.29, -0.19], [0.90, -0.16, 1.10], [0.84, -0.58, -0.36], [-0.28, 0.42, 0.69], [-0.50, 0.49, -0.11], [0.66, -0.07, -0.60], [0.25, -0.48, -0.28], [0.02, 0.18, -0.69], [-0.16, 0.32, -0.44], [-0.80, 0.37, -0.01], [0.11, 0.44, -0.34], [-0.14, -0.05, -0.19], [-0.06, -0.25, 0.73], [-0.20, -1.20, 0.64], [-0.96, 0.30, -0.32], [0.96, 0.17, -1.09], [-0.15, -0.18, -0.23], [-0.26, -0.40, 0.28], [0.54, 0.63, -0.28], [-0.62, 0.85, 1.00], [0.18, -0.45, -0.09], [0.39, 0.27, 0.17], [0.08, 0.15, -0.34], [0.13, 0.07, 0.19], [-0.11, 0.16, -0.29], [-0.29, -1.08, 0.33], [0.59, -0.12, -0.59], [0.06, 0.89, 0.44], [0.33, -0.31, 0.67], [0.31, 0.16, 0.47], [-0.03, 0.10, -0.47], [0.02, -0.16, -0.18], [-0.03, 0.06, 0.15], [-0.01, -0.07, 0.17], [-0.12, -0.24, 0.15], [-0.06, 0.18, -1.00], [-0.03, 0.08, 0.51], [-0.29, -1.06, 0.04], [0.55, -0.54, -0.64], [-0.38, 1.95, 0.36]], "s_squared": 0.755, "mol_weight_g_mol": 297.37, "fmax_ev_per_a": 3.5, "spin_multiplicity": 2, "orbital_gap_ev": [11.124, 6.018], "charge": 2}


# 2
{"formula": "C11H7NO3", "method": "ωB97M-V/def2-TZVPD", "species": ["C", "C", "C", "C", "C", "C", "C", "C", "C", "C", "C", "N", "O", "O", "O", "H", "H", "H", "H", "H", "H", "H"], "xyz": [[-3.019, 1.390, 0.259], [1.398, -2.246, -1.241], [0.337, -2.992, -1.790], [1.252, -1.028, -0.624], [-0.956, -2.494, -1.849], [-2.068, 0.502, -0.119], [-0.014, -0.479, -0.573], [-0.612, 0.634, 0.046], [-1.151, -1.229, -1.166], [0.912, 1.521, 1.773], [1.331, 2.906, 2.040], [-2.319, -0.657, -0.852], [-3.737, 2.268, 0.523], [1.206, 0.435, 2.211], [-0.073, 1.647, 0.736], [2.489, -2.533, -1.303], [0.589, -3.883, -2.200], [2.004, -0.507, -0.179], [-1.888, -3.061, -2.246], [1.596, 3.464, 1.127], [2.179, 2.834, 2.733], [0.545, 3.507, 2.693]], "atomic_forces_ev_per_a": [[-0.35, 1.68, -0.05], [2.64, 1.49, 0.94], [-2.13, 2.60, 0.22], [-1.09, -1.86, -1.43], [-0.48, -0.51, 0.46], [1.50, -0.97, -0.63], [-3.32, 0.69, 0.10], [-0.31, -1.46, 0.01], [-0.58, 1.19, 1.24], [-1.66, -2.19, -1.36], [0.01, 1.58, 2.58], [-0.64, -0.57, -0.79], [1.31, -2.11, -0.33], [-0.05, 2.11, -0.37], [0.88, 0.92, 0.75], [-1.55, -0.44, -0.07], [0.43, -2.74, -1.26], [2.40, 1.04, 0.96], [1.99, 1.04, 0.67], [-0.31, -0.35, 0.48], [0.08, 0.20, -0.40], [1.23, -1.35, -1.72]], "mol_weight_g_mol": 201.18, "fmax_ev_per_a": 3.4, "spin_multiplicity": 1, "orbital_gap_ev": [6.897, 6.898]}


| no. | electronic energy (Ha) |
| --- | --- |
| 1 | -1112.043771 |
| 2 | -703.765042 |